{
  "formula": "C23H11Cl5KNO5",
  "method": "the ωB97M-V functional and the def2-TZVPD basis",
  "symbols": ["C", "C", "C", "Cl", "O", "C", "C", "C", "H", "C", "Cl", "C", "H", "C", "C", "H", "H", "H", "H", "Cl", "K", "C", "C", "H", "C", "C", "Cl", "H", "C", "C", "O", "H", "C", "H", "N", "C", "O", "C", "C", "C", "O", "C", "Cl", "C", "O", "H"],
  "positions_angstrom": [[-1.63, 2.73, -0.13], [2.80, -3.47, -0.39], [-0.26, -0.31, -3.46], [4.02, -6.58, 1.76], [-2.50, 3.32, -0.96], [1.07, 1.68, -3.95], [-1.05, 2.64, 3.49], [-2.17, 3.32, 4.05], [-1.71, -3.35, -3.14], [2.37, -2.61, 0.74], [2.36, -2.99, -1.95], [0.77, 0.37, -4.15], [-2.17, 3.47, 5.15], [-0.56, -1.68, -3.73], [-3.21, 3.62, 3.21], [-2.91, -2.05, -1.20], [-3.88, 3.85, 1.16], [-0.17, -2.27, -4.53], [-4.09, 4.05, 3.66], [2.73, -1.72, 3.38], [1.19, 0.68, 1.86], [-0.15, 1.93, 4.60], [3.58, -4.06, 2.32], [-2.64, 0.32, -0.98], [2.88, -2.85, 2.10], [3.79, -4.96, 1.27], [4.16, -4.39, 3.91], [1.35, -0.26, -4.88], [-1.56, -2.29, -2.95], [-2.28, -1.60, -2.01], [-0.55, 2.17, -0.60], [0.86, 3.38, -2.46], [-2.08, -0.22, -1.79], [-2.37, 2.94, -1.91], [-0.92, 2.56, 2.16], [-3.04, 3.55, 1.76], [1.57, -1.65, 0.54], [3.46, -4.63, -0.05], [-0.98, 0.44, -2.47], [-0.43, 1.69, -1.98], [1.03, 1.55, 4.26], [0.46, 2.38, -2.81], [3.81, -5.66, -1.32], [-1.94, 2.81, 1.32], [-0.78, 1.85, 5.66], [1.79, 2.27, -4.52]],
  "e_tot_ev": -114693.132,
  "total_charge": -2,
  "orbital_gap_ev": [2.851, 2.845],
  "max_force_ha_per_bohr": 0.1330,
  "relative_energy_kj_mol": 275.7
}

=====

{
  "formula": "C22H45BBaF4NO10",
  "method": "the ωB97M-V functional and the def2-TZVPD basis",
  "symbols": ["H", "H", "C", "C", "H", "C", "F", "H", "B", "C", "O", "H", "F", "N", "C", "H", "H", "C", "H", "H", "H", "C", "C", "H", "C", "H", "H", "Ba", "H", "O", "C", "H", "H", "H", "H", "F", "C", "O", "H", "C", "H", "H", "H", "H", "H", "C", "C", "C", "O", "H", "O", "O", "H", "O", "C", "H", "H", "H", "H", "H", "H", "C", "C", "H", "C", "O", "H", "C", "H", "H", "H", "H", "H", "O", "C", "C", "O", "H", "H", "H", "H", "F", "H", "H"],
  "positions_angstrom": [[-22.76, -23.55, -8.72], [-23.05, -22.05, -10.85], [-17.64, -21.44, -9.89], [-23.22, -13.47, -13.20], [-13.81, -18.90, -8.56], [-21.99, -22.82, -8.47], [-18.38, -16.60, -12.08], [-19.77, -11.96, -12.19], [-19.45, -17.11, -11.33], [-18.64, -18.47, -7.93], [-15.53, -17.98, -8.90], [-19.21, -20.13, -14.71], [-19.16, -18.44, -11.15], [-24.54, -14.05, -13.55], [-14.83, -19.02, -8.20], [-15.21, -16.50, -7.44], [-14.37, -15.72, -14.05], [-16.69, -14.66, -11.15], [-14.93, -19.07, -7.11], [-14.15, -16.53, -8.79], [-22.01, -19.96, -12.00], [-20.77, -12.29, -12.43], [-19.05, -19.53, -13.81], [-23.77, -11.53, -13.96], [-14.47, -16.46, -13.26], [-17.69, -14.44, -10.78], [-15.62, -14.70, -8.81], [-16.64, -18.35, -11.31], [-21.36, -19.61, -10.45], [-15.79, -16.94, -13.42], [-16.13, -17.40, -14.74], [-22.05, -22.81, -7.38], [-14.23, -15.85, -12.39], [-23.09, -17.53, -11.23], [-21.30, -22.12, -10.91], [-19.55, -16.47, -10.09], [-22.14, -21.56, -10.51], [-25.53, -13.27, -13.69], [-15.59, -18.27, -15.13], [-15.19, -16.72, -8.51], [-16.74, -21.69, -9.32], [-18.11, -17.52, -7.99], [-13.69, -17.22, -13.30], [-17.93, -18.02, -15.74], [-19.16, -20.20, -12.96], [-22.27, -14.21, -12.46], [-18.55, -20.52, -8.99], [-21.11, -13.59, -12.09], [-16.09, -15.84, -10.60], [-21.01, -23.23, -8.70], [-23.49, -19.48, -10.53], [-22.13, -21.56, -9.11], [-19.92, -18.88, -13.71], [-17.74, -18.98, -13.75], [-21.70, -11.54, -13.11], [-19.70, -18.33, -8.18], [-16.65, -22.71, -11.95], [-16.94, -21.56, -13.26], [-18.30, -22.25, -12.45], [-20.45, -14.16, -11.46], [-18.09, -22.43, -9.87], [-23.36, -18.09, -10.34], [-22.99, -12.10, -13.46], [-19.56, -20.47, -9.40], [-16.06, -15.63, -9.16], [-24.65, -15.27, -13.64], [-16.77, -14.61, -12.24], [-22.22, -20.07, -10.94], [-24.35, -17.70, -10.08], [-21.41, -10.53, -13.36], [-22.33, -15.22, -12.08], [-22.60, -17.87, -9.59], [-16.10, -16.59, -15.47], [-17.30, -20.90, -11.22], [-17.55, -17.89, -14.73], [-17.29, -21.89, -12.28], [-17.93, -19.29, -8.79], [-18.70, -20.97, -8.00], [-18.20, -17.07, -14.41], [-16.15, -13.75, -10.91], [-15.22, -19.98, -8.52], [-20.64, -17.11, -12.01], [-18.66, -18.69, -6.87], [-17.10, -15.76, -8.85]],
  "e_tot_ev": -57733.435,
  "total_charge": 2,
  "orbital_gap_ev": [6.484, 2.500],
  "max_force_ha_per_bohr": 0.0701,
  "relative_energy_kj_mol": 63.2,
  "multiplicity": 2
}

=====

{
  "formula": "C3H9NS2",
  "method": "the ωB97M-V functional and the def2-TZVPD basis",
  "symbols": ["H", "H", "S", "C", "N", "H", "H", "S", "H", "H", "H", "H", "C", "H", "C"],
  "positions_angstrom": [[-0.31, 0.94, -1.57], [0.13, -1.41, 0.94], [-1.32, 0.53, 1.67], [1.89, 1.13, -0.59], [1.53, 0.07, -1.49], [-0.20, -0.83, -2.31], [2.88, 0.89, -0.37], [-2.40, 0.27, -0.11], [1.34, 1.21, 0.35], [1.85, 2.10, -1.09], [-0.06, -1.38, 2.63], [-1.44, -1.98, 1.54], [-0.64, -1.22, 1.68], [-3.52, -0.33, 0.47], [0.27, 0.00, -1.75]],
  "e_tot_ev": -26415.917,
  "total_charge": 0,
  "orbital_gap_ev": 9.671,
  "max_force_ha_per_bohr": 0.0597,
  "relative_energy_kj_mol": 169.8
}

=====

{
  "formula": "C33H42N4O3S2TeTi",
  "method": "the ωB97M-V functional and the def2-TZVPD basis",
  "symbols": ["C", "H", "C", "C", "Ti", "C", "C", "H", "H", "C", "H", "H", "H", "H", "H", "H", "H", "C", "H", "C", "H", "H", "C", "H", "H", "C", "C", "C", "C", "H", "H", "H", "C", "H", "S", "H", "C", "C", "H", "H", "H", "H", "H", "C", "O", "H", "H", "H", "C", "C", "S", "C", "H", "N", "H", "H", "H", "Te", "C", "H", "C", "C", "O", "H", "H", "H", "C", "O", "H", "C", "C", "C", "N", "H", "C", "H", "C", "C", "H", "H", "C", "H", "N", "C", "N", "C"],
  "positions_angstrom": [[-0.38, -0.06, 4.27], [-5.98, -0.47, 4.54], [2.59, 1.61, 1.70], [1.07, -4.71, -1.61], [0.01, -0.02, -1.69], [0.07, 1.99, 1.60], [1.51, 3.79, 2.23], [1.89, -2.11, -0.09], [-4.34, -0.91, -0.08], [-0.85, 4.13, 2.09], [3.27, -5.58, -4.05], [0.13, 6.21, 3.80], [5.94, -1.53, -1.31], [0.83, -2.23, -3.70], [-4.95, -1.19, 5.78], [-2.97, -2.00, -0.21], [2.50, 4.18, 2.43], [-3.04, -0.88, 1.62], [-0.16, 1.01, 4.15], [-4.12, -1.10, 2.47], [0.48, -0.62, 3.89], [-2.50, 1.65, 0.58], [-5.21, -1.22, 4.73], [-0.46, -0.26, 5.34], [-3.06, 3.23, 1.12], [-2.45, 2.37, 1.40], [3.06, -0.18, -2.44], [2.64, -1.62, -0.70], [-1.22, 1.21, -5.40], [-1.71, 4.78, 2.18], [2.41, -3.40, -4.95], [-1.50, 1.82, -4.54], [3.98, -1.90, -0.54], [3.49, 2.21, 1.84], [-1.02, -0.48, -4.88], [-0.28, 1.54, -5.83], [-1.05, 2.81, 1.70], [-4.02, -0.99, 3.85], [-2.60, -1.78, -3.73], [-2.75, -0.25, -0.42], [-5.66, -2.20, 4.52], [0.09, 6.75, 2.13], [-1.59, 3.76, -1.50], [2.01, -5.46, -2.29], [-0.03, -0.39, -3.70], [-0.24, 4.01, -2.63], [4.10, -3.65, 2.31], [2.36, -6.39, -1.86], [4.89, -1.29, -1.40], [4.42, -0.41, -2.36], [-0.55, -2.52, -1.34], [2.07, -3.83, -4.01], [0.05, 4.13, -0.89], [1.15, -3.12, -3.33], [-5.08, -1.36, 2.03], [2.65, 1.16, 0.70], [3.09, -2.31, 1.88], [-0.07, -0.06, 1.11], [-2.78, -0.66, 4.39], [2.61, 0.80, 2.44], [-3.28, -1.02, 0.15], [1.36, 2.47, 1.85], [-1.27, 1.27, -1.78], [-2.80, -0.03, -3.36], [5.09, 0.10, -3.04], [-2.00, 1.23, -6.16], [-0.19, 2.16, -1.60], [5.45, -3.57, 0.21], [-2.92, 1.91, 2.27], [2.53, -5.01, -3.51], [-1.66, -0.43, 3.59], [0.63, -3.50, -2.14], [0.95, 1.61, -1.42], [-3.35, -0.71, -4.94], [-0.53, 3.61, -1.66], [2.66, 0.52, -3.17], [4.48, -2.90, 0.47], [-2.61, -0.77, -4.14], [1.63, 6.34, 2.88], [0.67, -5.04, -0.66], [0.41, 4.64, 2.38], [-2.68, -0.57, 5.46], [3.75, -3.02, 1.60], [0.58, 6.06, 2.82], [2.17, -0.79, -1.64], [-1.82, -0.55, 2.20]],
  "e_tot_ev": -99074.561,
  "total_charge": 2,
  "orbital_gap_ev": 7.106,
  "max_force_ha_per_bohr": 0.0137,
  "relative_energy_kj_mol": 37.3
}

=====

{
  "formula": "C4H5ClN2",
  "method": "the ωB97M-V functional and the def2-TZVPD basis",
  "symbols": ["H", "H", "H", "N", "C", "N", "C", "H", "C", "Cl", "H", "C"],
  "positions_angstrom": [[-1.59, 1.58, -1.69], [0.31, -1.35, 2.17], [2.25, -0.26, 0.73], [-0.87, 0.35, -0.38], [0.19, -0.76, 1.28], [-1.77, 1.22, -0.76], [0.63, 0.33, -0.66], [-2.03, -0.62, 1.07], [-1.05, -0.42, 0.70], [1.77, -1.09, -1.84], [0.96, 1.21, -1.18], [1.19, -0.18, 0.57]],
  "e_tot_ev": -19727.607,
  "total_charge": 0,
  "orbital_gap_ev": [6.769, 7.282],
  "max_force_ha_per_bohr": 0.0373,
  "relative_energy_kj_mol": 418.5
}

=====

{
  "formula": "C8H24BF4O4RbS4",
  "method": "the ωB97M-V functional and the def2-TZVPD basis",
  "symbols": ["H", "H", "H", "S", "C", "H", "F", "H", "S", "H", "H", "F", "H", "F", "H", "H", "F", "C", "H", "C", "H", "H", "C", "C", "C", "B", "H", "C", "Rb", "H", "S", "H", "O", "S", "O", "H", "O", "H", "H", "C", "H", "H", "H", "H", "O", "H"],
  "positions_angstrom": [[-2.34, 2.07, -4.36], [-3.32, 0.93, -5.21], [-0.85, 3.70, 2.50], [-0.15, 1.33, 2.18], [-0.91, 2.94, 1.72], [-1.41, 1.58, -1.28], [-1.53, -5.24, -0.52], [-3.08, 1.37, -0.78], [-2.70, 0.18, -2.95], [3.73, 0.64, -1.60], [-0.40, 3.32, 0.83], [-1.44, -2.99, 0.05], [1.20, 1.88, -4.11], [-0.04, -3.88, -1.48], [0.02, 1.41, -2.82], [2.54, -1.71, 4.87], [-2.24, -3.56, -1.96], [3.62, 1.59, -2.12], [3.52, -1.00, 3.69], [1.06, 1.41, -3.14], [0.35, -3.94, 2.19], [3.48, -2.73, 3.67], [-3.16, 1.37, -4.23], [0.85, -3.50, 3.05], [-2.43, 1.50, -1.64], [-1.31, -3.93, -0.96], [3.88, 1.29, -3.13], [-0.93, 1.21, 3.90], [0.44, -1.03, -0.84], [-2.01, 1.07, 3.89], [1.93, 2.27, -1.76], [-1.94, 2.69, 1.46], [2.16, -1.92, 1.32], [1.42, -1.74, 2.65], [-0.86, 0.29, 1.31], [-2.56, 2.50, -2.05], [1.52, 1.64, -0.44], [1.69, -4.09, 3.41], [-4.11, 1.82, -3.94], [2.86, -1.85, 3.84], [0.11, -3.57, 3.85], [-0.48, 0.34, 4.37], [4.37, 2.32, -1.79], [1.47, 0.40, -3.09], [-1.27, -0.41, -3.18], [-0.76, 2.01, 4.63]],
  "e_tot_ev": -72421.550,
  "total_charge": 0,
  "orbital_gap_ev": 9.242,
  "max_force_ha_per_bohr": 0.0651,
  "relative_energy_kj_mol": 136.0
}